{"formula": "C20H27Cl3F3N2PdSi2", "method": "wB97M-V/def2-TZVPD", "elements": ["Pd", "C", "Si", "C", "N", "C", "C", "C", "C", "C", "C", "C", "C", "C", "C", "C", "C", "C", "C", "C", "C", "C", "H", "H", "H", "H", "H", "H", "H", "H", "H", "H", "H", "H", "H", "H", "H", "H", "H", "H", "H", "H", "H", "H", "H", "H", "F", "C", "F", "F", "N", "H", "H", "H", "Cl", "Si", "Cl", "Cl"], "coordinates": [[-0.30703, -0.26486, 0.02609], [-0.06475, -1.40699, 1.76833], [1.13338, -2.73218, 1.30016], [3.03101, -2.33831, 1.18134], [3.44307, -1.15301, 0.39563], [3.63731, -1.31740, -1.02448], [4.29904, -0.13502, -1.89147], [3.47494, 2.17707, -3.00397], [4.75463, 1.86222, -0.36488], [2.67039, 0.00846, 0.84222], [0.86012, -3.72393, -0.29195], [-0.00931, -3.36996, -1.32375], [-0.12988, -4.14525, -2.47090], [0.62121, -5.30068, -2.61678], [1.50533, -5.67011, -1.61101], [1.61850, -4.88979, -0.47008], [1.23714, -3.97350, 2.75683], [0.93204, -5.33502, 2.70654], [1.11084, -6.16595, 3.80644], [1.59087, -5.64820, 5.00010], [1.86784, -4.29051, 5.08937], [1.69095, -3.47337, 3.98247], [0.28190, -0.69479, 2.51876], [-1.00069, -1.86820, 2.07758], [3.51749, -3.22366, 0.76647], [3.40593, -2.17532, 2.19612], [2.62550, -1.16522, -1.55903], [4.15981, -2.18446, -1.40761], [3.07954, 2.61287, -1.08005], [4.83770, -0.49104, -2.75816], [3.79618, 3.15988, -3.31623], [2.83540, 1.83487, -3.81279], [4.98737, 2.74760, 0.20719], [5.53635, 1.13505, -0.08544], [3.34317, 0.84904, 1.03738], [2.09954, -0.17776, 1.73957], [-0.60708, -2.47269, -1.23395], [-0.82038, -3.84002, -3.24764], [0.52147, -5.91087, -3.50658], [2.10649, -6.56590, -1.71527], [2.32178, -5.19527, 0.29775], [0.53675, -5.76009, 1.79100], [0.87464, -7.22092, 3.72983], [1.74302, -6.29468, 5.85595], [2.22019, -3.86857, 6.02331], [1.90687, -2.41287, 4.07692], [-2.95544, -0.83968, -1.24459], [-2.39574, -0.96891, 0.01254], [-3.26423, -0.28816, 0.83010], [-2.62478, -2.29188, 0.31484], [-2.02010, 1.90479, -0.78615], [-1.48250, 2.47958, -1.42203], [-2.06173, 2.37550, 0.10794], [-2.95693, 1.77691, -1.14486], [0.42722, 0.22406, -2.46195], [1.78211, 0.61924, -0.72508], [0.94148, 2.45636, 0.09765], [3.61603, 1.42275, -1.49912]], "forces_ev_per_a": [[-1.313, -0.864, 0.133], [0.353, 0.133, -0.752], [0.379, -0.360, 0.194], [-0.310, 0.521, -0.441], [0.889, -0.726, 0.788], [-0.634, 3.302, -1.219], [0.710, -3.279, 1.274], [-0.357, -1.238, -2.754], [2.547, -2.970, -0.039], [1.538, -0.076, -1.191], [-0.202, -0.125, 0.060], [-0.057, -0.015, 0.031], [0.008, 0.013, -0.001], [0.013, 0.000, 0.005], [0.006, 0.007, -0.014], [0.062, 0.071, -0.038], [-0.003, -0.118, -0.103], [-0.068, 0.014, -0.026], [-0.012, 0.010, 0.024], [-0.006, 0.001, -0.011], [-0.010, 0.006, 0.013], [-0.002, 0.008, -0.008], [-0.005, -0.121, 0.138], [-0.047, 0.109, 0.038], [0.045, -0.064, 0.147], [0.114, -0.177, -0.007], [-0.021, -1.255, 0.230], [-0.435, -0.555, 0.543], [-0.765, 0.206, 0.548], [0.085, 0.506, -0.174], [0.507, 0.373, 1.807], [0.107, -1.373, 0.531], [-1.678, 0.958, -0.741], [-0.507, -0.344, -0.828], [-0.019, -0.067, 0.201], [-0.325, -0.157, -0.204], [-0.014, -0.013, 0.014], [0.007, 0.001, -0.004], [0.009, 0.009, -0.006], [-0.004, -0.002, 0.002], [-0.013, -0.020, 0.009], [0.039, -0.007, -0.009], [-0.012, 0.004, -0.002], [-0.020, 0.003, 0.005], [0.015, -0.002, -0.007], [0.012, -0.006, 0.006], [0.012, -0.010, 0.038], [0.458, 0.064, -0.235], [0.042, -0.006, 0.034], [0.005, 0.035, 0.097], [0.129, 0.085, -0.030], [-0.032, 0.018, -0.012], [-0.054, 0.007, 0.000], [-0.001, -0.063, 0.023], [0.741, 0.301, 0.013], [-4.029, 0.504, 1.964], [0.516, -0.246, -0.445], [1.609, 6.991, 0.391]], "mulliken_spin": [0.20, 0.12, -0.03, -0.01, 0.06, 0.04, 0.81, 0.05, -0.03, 0.15, 0.02, 0.00, 0.00, 0.00, 0.00, 0.00, 0.00, 0.01, 0.00, 0.00, 0.00, 0.00, 0.01, 0.00, 0.00, 0.00, 0.04, -0.01, -0.01, -0.04, 0.00, 0.00, 0.01, 0.01, 0.00, 0.00, -0.01, 0.00, 0.00, 0.00, 0.00, 0.00, 0.00, 0.00, 0.00, 0.00, 0.01, 0.19, 0.01, 0.01, 0.00, 0.00, 0.00, 0.00, 0.04, 0.25, 0.02, 0.09], "s2": 2.018, "de_lowest_kcal_mol": 470.7, "homo_lumo_gap_ev": [6.1, 6.0], "spin_multiplicity": 3, "energy_ha": -3274.35118, "e_homo_ha": [-0.129, -0.150], "e_lumo_ev": [2.569, 1.933], "charge": -1}

{"formula": "C20H27ClNNiO2P", "method": "wB97M-V/def2-TZVPD", "elements": ["C", "C", "C", "C", "C", "C", "C", "C", "N", "Ni", "C", "P", "H", "H", "H", "H", "H", "H", "H", "H", "C", "C", "H", "C", "C", "H", "H", "H", "H", "H", "H", "H", "H", "H", "H", "H", "H", "H", "H", "Cl", "C", "C", "C", "C", "C", "C", "C", "O", "O", "H", "H", "H", "H"], "coordinates": [[1.54822, -2.14816, -3.14788], [1.43254, -0.76585, -3.21644], [0.51900, -0.07027, -2.39251], [-0.27216, -0.78508, -1.48413], [-0.06650, -2.15934, -1.35207], [0.83449, -2.83808, -2.18104], [0.51556, 1.44001, -2.51815], [-0.64164, 2.22791, -1.90151], [-1.83973, 1.41518, -1.58236], [-1.83828, -0.13215, -0.50936], [-0.80145, -2.92391, -0.30634], [-2.23851, -1.98569, 0.45308], [2.01986, -0.19463, -3.93709], [0.96306, -3.91486, -2.07692], [2.19238, -2.67175, -3.85339], [-0.14944, -3.17685, 0.54409], [-1.20460, -3.86167, -0.71376], [1.45309, 1.83953, -2.08840], [0.55366, 1.70888, -3.58672], [-0.32392, 2.75989, -0.98397], [-1.80381, -2.27540, 2.18933], [-3.49016, -3.18462, -0.14341], [-0.98090, 2.99148, -2.61979], [-2.51043, 0.98343, -2.84045], [-2.74676, 2.14668, -0.64738], [0.81309, 2.21141, -0.00702], [-3.10315, 1.80698, -3.24812], [-1.76145, 0.68838, -3.57398], [-3.15437, 0.12578, -2.62436], [-3.51253, 2.68967, -1.22100], [-3.21177, 1.41535, 0.04785], [-2.16491, 2.87449, -0.06018], [-3.31840, -4.15638, 0.33873], [-4.48921, -2.81186, 0.10324], [-3.39548, -3.27263, -1.23636], [-2.06047, -3.29874, 2.48857], [-0.72271, -2.11558, 2.26140], [-2.30583, -1.55636, 2.84085], [-3.25426, -0.84710, 0.69797], [4.22995, 0.64530, 6.44491], [3.76361, 1.13555, 4.87714], [2.68584, 2.01681, 4.70874], [2.26591, 2.35756, 3.41768], [2.94300, 1.83113, 2.30640], [4.05215, 1.01037, 2.48237], [4.44653, 0.61993, 3.76579], [2.44363, 2.00191, 0.90701], [1.09016, 2.07132, 0.93177], [3.11820, 2.07485, -0.11338], [2.18509, 2.40628, 5.58536], [1.43886, 3.05338, 3.27873], [4.59150, 0.67255, 1.59900], [5.26345, -0.07502, 3.89744]], "forces_ev_per_a": [[0.150, 0.239, -0.070], [-0.527, 0.539, 0.060], [0.623, -0.908, -0.228], [0.575, -0.172, 0.421], [0.762, -0.204, -0.729], [-0.254, -0.160, 0.053], [0.239, 0.313, -0.439], [-0.503, -0.098, 0.071], [-0.289, 1.903, -0.858], [0.058, 0.633, 0.749], [0.191, -1.157, 0.531], [0.983, -1.868, -0.798], [-0.024, -0.185, 0.066], [-0.038, 0.110, -0.056], [-0.028, 0.077, 0.261], [0.078, -0.112, -0.402], [0.339, 0.016, 0.117], [-0.245, -0.199, -0.190], [0.109, -0.165, 0.263], [-0.493, -0.180, -0.529], [-0.198, 0.315, 0.290], [-0.551, 0.489, 0.244], [0.255, 0.178, 0.241], [-0.005, 0.259, 0.460], [0.168, 0.075, -0.434], [0.260, -0.372, 0.893], [-0.083, 0.082, -0.072], [-0.010, -0.109, 0.177], [0.024, 0.165, -0.178], [-0.047, -0.130, 0.306], [-0.201, 0.526, -0.208], [-0.256, -0.396, -0.152], [-0.089, 0.228, -0.210], [0.037, -0.266, -0.062], [0.027, -0.050, 0.386], [0.135, 0.211, 0.012], [-0.201, -0.134, 0.132], [-0.050, -0.187, 0.003], [-0.855, 0.520, 0.532], [0.152, -0.113, 0.575], [-0.356, 0.115, -1.379], [0.308, -0.140, -0.490], [0.354, -0.231, 0.211], [0.093, -0.159, 0.073], [0.112, -0.092, 0.437], [-0.401, 0.544, -0.085], [0.522, 0.514, -0.622], [0.290, 0.294, -1.253], [-1.148, -0.239, 1.612], [-0.007, 0.039, -0.072], [0.133, -0.336, 0.033], [-0.162, -0.085, 0.227], [0.043, 0.062, 0.078]], "mulliken_spin": [0.00, 0.01, -0.06, 0.22, -0.02, 0.00, 0.00, 0.01, 0.00, 1.09, 0.15, 0.01, 0.00, -0.01, 0.00, 0.01, 0.02, -0.01, 0.00, -0.01, 0.00, 0.01, 0.00, 0.00, -0.03, 0.01, 0.00, 0.00, 0.00, 0.00, 0.05, 0.00, 0.00, -0.03, 0.01, 0.00, 0.01, -0.02, 0.55, 0.00, 0.00, 0.00, 0.00, 0.00, 0.00, 0.00, 0.00, 0.00, 0.00, 0.00, 0.00, 0.00, 0.00], "s2": 2.013, "de_lowest_kcal_mol": 37.6, "homo_lumo_gap_ev": [5.1, 7.6], "spin_multiplicity": 3, "energy_ha": -3293.21627, "e_homo_ha": [-0.171, -0.278], "e_lumo_ev": [0.406, 0.090]}